No. 1
This record from OMol25 describes 5 unconnected molecules or ions with the total composition C3H15NO4 in a non-equilibrium geometry. The level of theory is ωB97M-V with the def2-TZVPD basis set.

Structure (XYZ):
```
23
Properties=species:S:1:pos:R:3:forces:R:3
C -1.17244 2.51261 1.38450 0.18 -1.17 -0.08
C -0.43880 1.19992 1.45396 0.80 -1.85 2.03
C 0.77862 0.96926 2.01464 -0.36 1.41 -0.84
N -1.17117 0.07223 1.11547 -1.24 0.72 -0.65
H -0.50500 3.31911 1.63856 0.12 0.37 -0.24
H -2.00028 2.51954 2.10182 0.02 -0.08 -0.18
H -1.56373 2.52854 0.36789 -0.14 0.71 0.04
H 1.16051 -0.02564 2.10782 0.03 -0.45 0.15
H 1.40141 1.77532 2.37047 0.10 0.14 -0.17
H -2.16511 0.05301 1.27298 -0.02 0.34 -0.21
H -0.84136 -0.85667 0.93205 0.58 0.15 0.20
H 0.59303 -3.91072 -1.64640 -0.02 -0.28 -0.65
H 1.39444 -2.92819 -0.80214 -0.15 -0.21 -0.04
O 0.64416 -3.53992 -0.77238 0.31 0.50 0.62
H -0.79814 -2.43404 -0.76531 -0.53 0.35 -0.24
H -1.51244 -1.10860 -1.25847 0.14 -0.51 0.32
O -1.63837 -1.91952 -0.74303 0.20 -0.22 -0.16
H 0.86806 0.02735 -2.41671 -0.13 0.09 -0.16
H -0.60887 -0.16062 -2.93582 0.64 0.10 -0.06
O 0.32724 -0.29541 -3.15566 -0.33 -0.14 0.16
H 1.72613 0.89308 -0.41963 -0.17 0.20 0.45
H 3.15680 0.48680 -0.70995 0.16 -0.04 0.01
O 2.36528 0.82253 -1.13467 -0.20 -0.15 -0.28
```
Positions in Å, forces in eV/Å.

The HOMO energy is -8.155 eV. As for the lowest unoccupied orbital energy: 0.305 eV. Its HOMO-LUMO gap is 0.311 hartree. The total charge is 0.



No. 2
This record from OMol25 describes a molecular structure, C43H48Cl4N9O2SeSi4TeTi in a non-equilibrium geometry. The level of theory is ωB97M-V with the def2-TZVPD basis set.

Structure (XYZ):
```
113
Properties=species:S:1:pos:R:3:forces:R:3
Ti 0.40030 -1.84905 0.31777 -0.65 0.01 -1.60
C 0.80426 -2.92878 3.08757 1.17 0.16 1.34
N 0.47362 -1.63370 2.51188 0.42 0.69 -0.19
C -0.55687 -0.86735 3.21864 0.30 -1.17 1.16
C -1.86967 -0.76837 2.56762 1.26 0.19 -0.39
N -2.01276 -0.82200 1.28476 0.37 -0.16 -0.36
C -3.25575 -0.26817 1.07697 -0.99 0.31 -1.01
C -3.97417 -0.04258 -0.09273 -0.47 0.30 -0.01
C -5.22302 0.55266 -0.00523 -0.44 -0.53 -0.37
C -5.78584 0.90178 1.23571 0.38 0.63 -0.72
C -5.07162 0.75236 2.38648 0.28 -0.33 0.70
C -3.83727 0.14142 2.27005 0.41 -0.61 0.61
N -2.92496 -0.28100 3.23023 -0.72 0.80 0.48
C -0.06883 -3.96031 2.54382 -0.08 0.82 -0.42
N -0.79641 -3.65782 1.50812 -0.49 -1.34 -0.63
C -1.31512 -4.91631 1.10263 -0.34 0.76 0.04
C -2.18837 -5.22557 0.07170 -0.29 -0.23 -0.75
C -2.50118 -6.56154 -0.13835 0.44 -0.42 0.34
C -1.97124 -7.57848 0.69751 -0.15 0.33 -0.69
C -1.12520 -7.27072 1.74118 -0.03 0.17 -0.32
C -0.83018 -5.92426 1.92770 -0.05 0.06 0.29
N -0.06553 -5.25473 2.87925 -0.04 -0.77 -0.12
H 1.81054 -3.20713 2.74953 -0.11 0.21 0.15
H 0.82458 -2.91159 4.18811 -0.18 0.06 -0.13
H 1.30651 -1.02479 2.48054 -0.12 -0.29 0.23
H -0.72006 -1.36905 4.18227 0.19 0.44 0.22
H -0.16934 0.14102 3.35465 -0.03 0.18 0.10
H -3.56492 -0.27579 -1.04945 0.19 -0.28 -0.49
H -5.82723 0.66413 -0.91941 0.44 0.14 0.51
H -6.70685 1.43873 1.29070 -0.62 0.03 -0.17
H -5.43782 1.07560 3.35218 -0.11 -0.02 -0.03
H -2.92001 0.02401 4.18616 0.06 -0.07 0.15
H -2.54867 -4.45656 -0.61556 0.03 -0.20 0.34
H -3.07020 -6.88589 -1.00252 -0.18 0.27 0.12
H -2.17355 -8.62322 0.45513 -0.01 0.33 0.14
H -0.65348 -8.06465 2.28446 0.10 -0.13 0.49
H 0.52388 -5.69618 3.55521 0.21 0.03 0.25
Cl 6.47532 -2.12069 -2.67889 -0.04 -0.03 -0.16
C 5.10528 -2.41084 -1.66300 0.76 -0.17 0.45
C 5.31813 -3.15705 -0.49734 0.06 -0.28 0.08
Cl 6.81765 -3.95065 -0.03612 -0.43 0.57 -0.58
C 4.23047 -3.34769 0.36125 0.50 -0.60 -0.10
Cl 4.16693 -4.42412 1.73399 0.57 0.06 -0.12
C 3.04181 -2.79826 0.03733 -1.65 1.03 -0.52
O 1.92887 -3.07282 0.69590 -0.49 0.63 0.69
C 2.82736 -1.91906 -1.06730 1.35 -0.80 -0.13
O 1.67433 -1.36811 -1.22150 -1.07 -0.27 0.69
C 3.86388 -1.81162 -1.97417 0.88 -0.41 0.89
Cl 3.63081 -0.87681 -3.36700 -0.02 0.40 -0.69
Se -3.63172 -3.80201 -5.98454 -0.71 -0.26 -0.78
N -3.27125 -2.29338 -5.15958 -1.55 0.92 -1.58
C -2.35296 -2.51960 -4.31254 0.42 -0.56 0.15
C -1.87213 -1.49504 -3.46816 0.28 0.77 -0.03
C -2.06161 -0.14721 -3.73115 -0.46 0.27 0.05
C -1.61600 0.75894 -2.79111 0.35 0.42 -0.40
C -0.97950 0.26542 -1.64828 -0.05 -0.19 0.70
N -0.84068 -1.04546 -1.40913 0.74 0.99 0.30
C -1.18356 -1.89136 -2.35712 0.00 -1.23 0.74
C -0.72113 -3.29681 -2.22137 1.14 0.60 0.85
N 0.12765 -3.55797 -1.20622 -0.41 0.41 0.32
C 0.77264 -4.71959 -1.14205 -0.65 0.44 -1.06
C 0.61561 -5.66256 -2.14874 0.68 -0.97 -0.22
C -0.21353 -5.40145 -3.21815 0.08 -1.11 -0.11
C -0.92343 -4.21442 -3.21860 -0.24 -0.46 -0.54
C -1.89408 -3.86914 -4.22260 -0.01 0.13 0.01
N -2.46417 -4.69810 -5.03203 0.37 -1.17 -0.13
H -2.57253 0.13270 -4.65964 0.23 0.03 0.48
H -1.70580 1.83277 -2.99894 0.11 -0.51 0.39
H -0.52933 0.86919 -0.84895 -0.40 0.10 -0.55
H 1.47447 -4.85491 -0.34724 0.06 -0.02 0.49
H 1.20579 -6.59451 -2.09874 -0.43 0.62 -0.07
H -0.32609 -6.12807 -4.04690 0.00 0.61 0.63
C -1.21511 4.05303 2.74939 -0.51 0.83 -0.03
Si -0.83340 4.21831 0.90225 0.54 0.42 0.47
C -1.19899 5.97457 0.28733 0.15 0.23 -1.07
C -2.06415 3.10229 0.09763 -0.48 0.02 -0.25
Si 1.43601 3.54395 0.41709 -0.23 0.17 0.61
Te 1.70587 1.03939 0.82063 0.10 0.61 0.25
Si 1.97870 4.30535 -1.77554 -0.25 -0.04 -0.26
C 2.44239 6.11707 -1.96002 -0.42 0.45 0.37
C 0.50855 4.04694 -2.92224 0.34 0.03 -0.20
C 3.35737 3.27188 -2.45864 -0.02 -0.61 0.56
Si 2.67921 4.90356 1.99206 -0.55 0.86 -0.80
C 1.73625 6.58063 1.88491 0.17 -0.64 0.15
C 2.60455 4.20630 3.69795 -0.03 0.45 -0.21
C 4.45882 5.37825 1.62427 -0.51 0.18 -0.38
H -2.25698 4.35551 2.97925 0.39 0.04 -0.27
H -0.56200 4.64931 3.39157 0.02 -0.18 0.01
H -1.16694 3.01199 3.01666 0.33 -0.58 0.22
H -2.28319 6.13354 0.23257 0.08 -0.05 0.08
H -0.81328 6.14335 -0.75961 -0.32 -0.32 0.89
H -0.77048 6.78161 0.87740 -0.05 -0.10 0.17
H -3.11638 3.22755 0.40146 0.34 0.23 -0.09
H -1.80754 2.08245 0.30675 0.16 -0.70 0.18
H -1.96770 3.24082 -0.97189 -0.24 -0.03 -0.45
H 1.71456 6.79887 -1.46036 0.40 -0.41 -0.53
H 2.50556 6.34479 -3.03654 -0.17 0.01 0.31
H 3.41254 6.33604 -1.53292 0.31 0.07 0.16
H -0.30454 4.73055 -2.69559 -0.26 -0.06 0.02
H 0.23666 3.02441 -2.70759 -0.54 -0.43 -0.08
H 0.74339 4.10822 -4.00100 0.06 0.09 0.49
H 4.25161 3.43071 -1.87597 0.52 0.20 0.15
H 3.55599 3.51570 -3.48715 0.14 0.10 -0.54
H 3.16785 2.19606 -2.36206 -0.19 0.13 -0.15
H 0.85466 6.55369 2.51635 -0.26 -0.03 0.19
H 1.37742 6.76217 0.87184 0.24 0.18 -0.02
H 2.35160 7.40920 2.23737 0.09 0.04 -0.14
H 1.60652 3.85091 3.85050 -0.48 -0.70 0.29
H 2.81063 4.92255 4.47357 0.19 0.54 0.29
H 3.35847 3.44588 3.74672 0.12 -0.81 0.22
H 4.55180 5.53698 0.54232 0.26 0.25 0.27
H 5.14425 4.61351 1.91856 0.54 -0.66 0.08
H 4.71438 6.27636 2.20401 -0.10 -0.06 -0.35
```
Positions in Å, forces in eV/Å.

The HOMO energy (alpha / beta) is -6.358 / -6.384 eV. As for the lowest unoccupied orbital energy (alpha / beta): -0.876 / -0.877 eV. Its spin multiplicity is 2. Its HOMO-LUMO gap (alpha / beta) is 0.201 / 0.202 hartree. The total charge is 0.



No. 3
This record from OMol25 describes a molecular structure, C37H24ClN6O5PS6SbW in a non-equilibrium geometry. The level of theory is ωB97M-V with the def2-TZVPD basis set.

Structure (XYZ):
```
82
Properties=species:S:1:pos:R:3:forces:R:3
W 11.06096 12.66718 13.79976 -0.98 -1.36 -0.38
Cl 11.57621 10.04264 11.05624 0.19 -0.23 0.29
C 11.06385 10.89406 9.66112 -0.45 0.71 -1.77
C 10.96780 10.15124 8.43724 -0.18 2.59 0.42
C 10.66460 10.83564 7.24149 0.02 -0.45 1.63
C 10.35519 12.21962 7.27389 0.91 -1.49 -1.78
C 10.43671 12.89035 8.42262 0.25 0.37 3.24
C 10.80774 12.26244 9.67778 -0.47 -0.23 -0.60
P 10.83501 13.41291 11.13067 0.11 0.30 -0.50
C 12.15027 14.55524 10.47567 1.06 -1.48 -0.12
C 13.27514 13.89354 9.82639 -2.76 0.38 1.58
C 14.28407 14.57456 9.23351 0.69 2.10 0.09
C 14.24574 15.98014 9.32173 -1.41 0.43 0.18
C 13.20724 16.60613 10.05774 2.59 0.81 -1.26
C 12.20998 15.91424 10.65982 -1.54 0.41 0.77
C 9.20291 14.21180 10.89986 -1.01 0.00 -0.07
C 8.89689 15.52414 11.32442 0.60 0.06 -0.47
C 7.62689 16.07527 11.20273 0.91 -0.18 1.35
C 6.66202 15.30555 10.65262 -2.81 0.59 -0.56
C 6.89277 14.02623 10.21578 0.34 -0.96 -0.11
C 8.12099 13.41561 10.39001 1.08 -0.10 -0.24
H 11.20486 9.13228 8.57792 0.10 -1.08 -0.67
H 10.65562 10.28796 6.31808 -0.05 -0.10 -0.26
H 10.23218 12.77478 6.34474 -0.37 -0.30 0.18
H 10.17635 13.93424 8.48402 0.13 0.24 -0.23
H 13.18392 12.84272 9.93593 0.56 -1.02 -0.62
H 15.15964 14.18338 8.75472 -0.01 -0.78 -0.20
H 14.92508 16.61620 8.74997 0.06 -0.34 0.42
H 13.23737 17.68495 10.17127 -0.01 -0.06 -0.13
H 11.49624 16.52746 11.24094 0.28 -0.82 -0.43
H 9.62599 16.22640 11.70460 0.34 -0.53 0.20
H 7.38026 16.98530 11.75181 0.20 0.07 -0.66
H 5.62838 15.71106 10.56202 0.88 -0.35 0.04
H 6.10469 13.46248 9.74980 -0.26 -0.11 0.00
H 8.23643 12.34026 10.06488 0.08 1.47 0.48
S 17.57818 8.51575 13.69968 -0.81 -0.31 0.37
N 17.32680 10.05698 13.41980 -0.69 1.25 -0.46
C 16.01133 10.28468 13.46728 -0.21 -0.57 -0.01
C 15.29567 11.53371 13.23434 2.05 0.43 -0.50
C 15.94278 12.71784 12.81056 1.05 -0.02 -0.24
C 15.30304 13.89579 12.60122 -0.76 -0.81 0.01
C 13.92349 13.91164 12.78798 0.18 -1.25 1.03
N 13.26239 12.81780 13.22042 0.01 -1.08 -0.31
C 13.95634 11.58176 13.39181 -2.70 1.18 0.61
C 13.16649 10.38665 13.83707 1.17 1.20 -1.03
N 11.85236 10.55195 14.01209 -0.27 1.04 -0.20
C 11.12738 9.51626 14.39874 0.04 0.56 -0.10
C 11.66590 8.29835 14.62977 0.59 -2.68 -0.12
C 13.01211 8.04867 14.43710 0.49 2.43 -0.64
C 13.79522 9.15510 13.97094 0.28 -1.03 0.86
C 15.25839 9.10898 13.77219 0.23 0.47 0.25
N 16.04523 8.06520 13.95108 -0.15 -0.79 -0.08
H 16.99804 12.76864 12.57490 0.18 -0.71 0.35
H 15.85505 14.73811 12.24685 -0.02 0.52 -0.08
H 13.42056 14.83727 12.64744 -0.71 0.28 0.08
H 10.08958 9.64529 14.53930 -0.90 0.37 0.06
H 10.99112 7.46486 14.83196 0.22 0.32 0.36
H 13.51733 7.14101 14.65110 0.09 -0.86 0.01
S 6.33652 15.17019 15.22327 -0.71 1.19 -0.66
Sb 7.08659 13.41381 16.14569 0.46 -1.18 0.59
S 8.67022 13.17798 13.64996 0.01 1.01 0.17
S 9.14998 11.39062 12.92148 0.86 -0.33 -0.01
O 11.46700 11.24558 17.26027 -0.89 -0.14 -0.07
N 11.20790 11.85553 16.28654 1.84 1.38 0.53
O 12.12476 12.51964 15.64563 0.41 -0.20 -0.41
O 10.09848 12.04286 15.71294 -0.62 -0.99 -0.31
O 8.26545 14.38680 17.81793 1.23 0.11 0.00
S 9.50862 15.23725 17.83402 -2.31 0.86 -2.33
O 10.13143 15.34421 19.07832 0.68 0.33 1.05
N 10.50860 14.74214 16.63996 0.31 -1.25 0.16
C 10.36793 15.42845 15.56501 0.72 -0.43 -1.04
S 11.25165 15.05716 14.07186 -0.19 0.69 0.63
C 9.45088 16.55747 15.58918 0.49 1.11 0.67
C 9.18460 17.52009 14.60101 -0.28 -1.47 0.34
C 8.19998 18.45147 14.87673 0.87 -0.90 0.05
C 7.66279 18.49634 16.16378 -0.90 2.96 -1.87
C 8.04598 17.68807 17.16231 1.02 -0.90 2.78
C 8.97870 16.70268 16.88155 -0.75 -0.07 0.21
H 9.69476 17.36929 13.65939 -0.19 0.41 -0.18
H 7.91435 19.13804 14.11092 -0.24 0.49 -0.15
H 7.04222 19.39511 16.32215 -0.01 -0.86 0.37
H 7.78710 17.91882 18.20617 -0.26 -0.35 -0.58
```
Positions in Å, forces in eV/Å.

The HOMO energy (alpha / beta) is -13.034 / -13.145 eV. As for the lowest unoccupied orbital energy (alpha / beta): -6.356 / -7.064 eV. Its spin multiplicity is 2. Its HOMO-LUMO gap (alpha / beta) is 0.245 / 0.223 hartree. The total charge is +2.